10 unconnected molecules or ions with the total composition C68H43Br2NO21. Source: OMol25; level of theory: wB97M-V/def2-TZVPD.

Summary:
- E: -9399.4872 Ha
- 2S+1: 1
- SMILES: C/C(Br)=C(\Br)c1cc(OC#N)cc2c1C(=O)C=CC2=O.O=C1C=CC(=O)C=C1.O=C1C=CC(=O)C=C1.O=C1C=CC(=O)C=C1.O=C1C=CC(=O)C=C1.O=C1C=CC(=O)C=C1.O=C1C=CC(=O)C=C1.O=C1C=CC(=O)C=C1.O=C1C=CC(=O)C=C1.O=C1C=CC(=O)C=C1
- LUMO level: -0.0687 Ha
- Charge: 0

Atoms and positions in Å:
C 3.933234 -4.626143 -1.211222
C 3.453961 -3.289867 -0.673551
Br 3.315132 -3.185181 1.264873
C 3.126376 -2.225801 -1.409930
Br 3.238451 -2.282834 -3.318624
C 2.642116 -0.988166 -0.671790
C 3.626269 -0.158092 -0.145309
C 3.213911 0.965051 0.573969
O 4.141583 1.850045 1.151393
C 5.224094 1.959540 0.413251
N 6.271512 1.845937 -0.046327
C 1.857378 1.190332 0.742850
C 0.873109 0.372256 0.200186
C 1.267713 -0.778597 -0.537057
C 0.195817 -1.676600 -1.107150
O 0.366751 -2.509217 -1.962539
C -1.214895 -1.502428 -0.569993
C -1.563564 -0.432378 0.133925
C -0.590888 0.696358 0.415467
O -0.966849 1.776040 0.802580
H 4.065861 -4.603174 -2.295259
H 4.843999 -4.899834 -0.657374
H 3.172902 -5.376664 -0.924169
H 4.679810 -0.408682 -0.295862
H 1.549272 2.057551 1.335802
H -1.931003 -2.295398 -0.790690
H -2.577226 -0.346236 0.531112
O -3.708444 -3.092491 0.750996
C -3.344368 -4.179625 1.164401
C -2.925349 -4.360679 2.571916
C -2.526112 -5.546360 3.024576
C -2.486312 -6.735114 2.137669
O -2.124450 -7.814943 2.550659
C -2.906943 -6.549966 0.728031
C -3.305844 -5.363252 0.277826
H -2.962041 -3.481746 3.203639
H -2.214983 -5.699791 4.049989
H -2.871322 -7.427124 0.094981
H -3.617820 -5.207925 -0.747106
O 6.808565 -2.974308 -1.726251
C 7.639168 -2.994526 -0.840987
C 8.186155 -4.272026 -0.322169
C 9.093307 -4.287420 0.651340
C 9.594542 -3.027586 1.255922
O 10.422104 -3.042838 2.143252
C 9.046858 -1.751784 0.737459
C 8.140265 -1.740381 -0.236818
H 7.807997 -5.179620 -0.776392
H 9.504770 -5.208581 1.044956
H 9.420349 -0.837136 1.190535
H 7.727184 -0.818645 -0.630003
O -6.932417 -4.988584 1.779791
C -7.203308 -3.901363 2.250825
C -8.411908 -3.700139 3.083682
C -8.705237 -2.506952 3.597125
C -7.832029 -1.332472 3.356803
O -8.098323 -0.243076 3.827451
C -6.623424 -1.534478 2.523562
C -6.331229 -2.727534 2.010463
H -9.035687 -4.569809 3.248026
H -9.582838 -2.338608 4.206463
H -5.998842 -0.664855 2.358467
H -5.449576 -2.899699 1.397335
O -3.123220 6.016103 -3.677908
C -3.266142 4.970178 -3.072498
C -2.148905 4.363907 -2.311530
C -2.303781 3.218674 -1.653659
C -3.599326 2.507283 -1.650826
O -3.725809 1.468903 -1.036834
C -4.719719 3.108384 -2.412436
C -4.564078 4.253533 -3.072029
H -1.209049 4.900064 -2.323202
H -1.505851 2.755615 -1.094915
H -5.660010 2.571692 -2.399593
H -5.368966 4.709889 -3.631980
O 9.696854 -3.124932 8.585114
C 9.272303 -2.723726 7.521987
C 7.842184 -2.367951 7.351006
C 7.374686 -1.929972 6.184827
C 8.263628 -1.777223 5.007480
O 7.835002 -1.375836 3.944890
C 9.692867 -2.132482 5.178088
C 10.159829 -2.571007 6.345203
H 7.209038 -2.485205 8.221401
H 6.334444 -1.666355 6.040387
H 10.325691 -2.015756 4.307191
H 11.199665 -2.835073 6.489417
O 1.101685 6.743281 -7.859597
C 0.892477 5.833145 -7.086262
C -0.119715 5.953856 -6.009370
C -0.345928 4.954418 -5.160820
C 0.401887 3.678496 -5.256101
O 0.192365 2.767307 -4.481387
C 1.414270 3.556365 -6.332382
C 1.641108 4.555618 -7.181614
H -0.657694 6.891928 -5.954085
H -1.077834 5.025818 -4.371847
H 1.950964 2.617474 -6.385781
H 2.375140 4.486054 -7.974336
O 11.287542 4.835184 -1.655575
C 11.113133 3.878819 -0.931605
C 10.009030 3.851735 0.057400
C 9.820664 2.801762 0.852706
C 10.705082 1.615925 0.781934
O 10.530618 0.655939 1.507156
C 11.808769 1.640523 -0.205802
C 11.998000 2.690057 -1.001455
H 9.372743 4.726578 0.093704
H 9.020502 2.763003 1.580685
H 12.443991 0.764377 -0.241449
H 12.797878 2.727433 -1.729944
O -7.425944 3.735017 -4.249719
C -7.644506 3.519411 -5.424968
C -7.374430 4.547269 -6.457870
C -7.615732 4.311460 -7.745025
C -8.163365 3.010226 -8.200096
O -8.381210 2.795019 -9.372393
C -8.433158 1.982415 -7.165304
C -8.191534 2.219066 -5.878385
H -6.974237 5.490480 -6.107262
H -7.425867 5.049214 -8.514103
H -8.833136 1.039399 -7.515401
H -8.381082 1.481683 -5.108673
O -11.273425 -1.136299 4.222499
C -11.538759 -0.046956 4.692648
C -12.748023 0.153994 5.526103
C -13.040774 1.346010 6.039200
C -12.168883 2.522764 5.800361
O -12.437155 3.607868 6.270903
C -10.960582 2.319615 4.967117
C -10.666844 1.126706 4.453086
H -13.371547 -0.715985 5.689977
H -13.919182 1.513633 6.649460
H -10.336808 3.189036 4.803292
H -9.789109 0.958718 3.843835

Forces on atoms 1 to 6 (eV/Å):
C -0.5 0.1 1.3
C 0.3 -0.4 -0.8
Br 0.1 -0.3 -0.8
C -0.2 0.0 1.2
Br 0.0 0.4 0.7
C 0.1 -1.1 -1.7

Mulliken population analysis, charges in e, atoms 1 to 99: -1.30, 0.44, -0.14, -0.36, -0.11, -0.02, -0.41, 0.55, -0.43, 0.53, -0.46, -0.78, 0.37, 0.55, 0.42, -0.53, -0.70, -0.50, 0.03, -0.64, 0.44, 0.26, 0.37, 0.63, 0.59, 0.64, 0.58, -0.73, 0.75, -0.28, -0.51, 0.38, -0.56, -0.45, -0.45, 0.50, 0.45, 0.43, 0.48, -0.56, 0.39, -0.44, -0.50, 0.14, -0.59, -0.24, -0.34, 0.45, 0.43, 0.79, 0.52, -0.57, 0.31, -0.50, -0.21, 0.51, -0.57, -0.60, -0.11, 0.44, 0.37, 0.54, 0.40, -0.63, 0.42, -0.33, -0.09, 0.33, -0.43, -0.50, -0.59, 0.57, 0.20, 0.50, 0.51, -0.56, 0.33, -0.33, -0.42, 0.33, -0.46, -0.19, -0.36, 0.40, 0.41, 0.41, 0.43, -0.55, 0.30, -0.35, 0.18, 0.35, -0.50, -0.48, -0.37, 0.47, 0.10, 0.43, 0.41